14 unconnected molecules or ions with the total composition C45H120Br2Cl6N10O10. Source: OMol25; level of theory: ωB97M-V with the def2-TZVPD basis set.

Bonds (Å) are listed after each position.
CARTESIAN COORDINATES (ANGSTROEM)
1 Br -1.99 -0.47 -6.07  C2 2.031
2 C -2.35 -1.74 -4.53  Br1 2.031, C3 1.511, H5 1.090, H6 1.090
3 C -3.75 -1.57 -3.99  C2 1.511, Br4 2.034, H7 1.090, H8 1.090
4 Br -4.15 -2.91 -2.51  C3 2.034
5 H -1.70 -1.58 -3.67  C2 1.090
6 H -2.21 -2.78 -4.82  C2 1.090
7 H -4.64 -1.74 -4.61  C3 1.090
8 H -3.79 -0.52 -3.71  C3 1.090
9 C -0.54 -8.04 -3.90  C10 1.526, H15 1.090, H16 1.090, H17 1.090
10 C -0.37 -6.80 -3.02  C9 1.526, C11 1.598, N14 1.500, H18 1.090
11 C 0.99 -6.91 -2.19  C10 1.598, O12 1.418, H19 1.090, H20 1.090
12 O 1.16 -8.00 -1.29  C11 1.418, C13 1.485
13 C 0.34 -7.74 -0.08  O12 1.485, H21 1.090, H22 1.090, H23 1.090
14 N -0.27 -5.56 -3.86  C10 1.500, H24 1.010, H25 1.010
15 H 0.31 -8.08 -4.58  C9 1.090
16 H -1.55 -8.03 -4.30  C9 1.090
17 H -0.45 -8.93 -3.28  C9 1.090
18 H -1.11 -6.63 -2.25  C10 1.090
19 H 1.20 -5.98 -1.67  C11 1.090
20 H 1.91 -6.96 -2.79  C11 1.090
21 H 0.36 -6.71 0.28  C13 1.090
22 H 0.57 -8.47 0.69  C13 1.090
23 H -0.70 -7.66 -0.38  C13 1.090
24 H -1.10 -5.46 -4.42  N14 1.010
25 H 0.47 -5.60 -4.55  N14 1.010
26 C -3.34 3.93 0.75  C27 1.542, H32 1.090, H33 1.090, H34 1.090
27 C -3.48 5.10 1.74  C26 1.542, C28 1.556, N31 1.496, H35 1.090
28 C -3.96 6.44 1.11  C27 1.556, O29 1.358, H36 1.090, H37 1.090
29 O -2.94 7.32 0.96  C28 1.358, C30 1.463
30 C -2.95 8.46 1.89  O29 1.463, H38 1.090, H39 1.090, H40 1.090
31 N -4.38 4.78 2.89  C27 1.496, H41 1.010, H42 1.010
32 H -2.65 4.25 -0.03  C26 1.090
33 H -4.31 3.69 0.30  C26 1.090
34 H -3.16 3.05 1.37  C26 1.090
35 H -2.48 5.20 2.16  C27 1.090
36 H -4.85 6.90 1.54  C28 1.090
37 H -4.29 6.21 0.10  C28 1.090
38 H -3.04 8.00 2.87  C30 1.090
39 H -3.73 9.20 1.72  C30 1.090
40 H -1.95 8.88 1.95  C30 1.090
41 H -3.98 4.18 3.60  N31 1.010
42 H -4.65 5.61 3.40  N31 1.010
43 C 2.35 1.10 2.29  C44 1.521, H49 1.090, H50 1.090, H51 1.090
44 C 2.43 0.69 3.75  C43 1.521, C45 1.584, N48 1.450, H52 1.090
45 C 3.74 1.22 4.47  C44 1.584, O46 1.480, H53 1.090, H54 1.090
46 O 3.86 0.79 5.88  C45 1.480, C47 1.385
47 C 4.89 1.42 6.57  O46 1.385, H55 1.090, H56 1.090, H57 1.090
48 N 1.31 1.15 4.55  C44 1.450, H58 1.010, H59 1.010
49 H 2.60 2.16 2.17  C43 1.090
50 H 1.33 1.06 1.92  C43 1.090
51 H 3.10 0.52 1.76  C43 1.090
52 H 2.43 -0.40 3.74  C44 1.090
53 H 3.69 2.31 4.47  C45 1.090
54 H 4.64 0.93 3.93  C45 1.090
55 H 5.86 1.11 6.17  C47 1.090
56 H 4.96 0.96 7.55  C47 1.090
57 H 4.66 2.47 6.76  C47 1.090
58 H 1.65 1.09 5.50  N48 1.010
59 H 0.63 0.40 4.56  N48 1.010
60 C 1.52 1.04 -8.15  C61 1.521, H66 1.090, H67 1.090, H68 1.090
61 C 2.55 1.33 -9.23  C60 1.521, C62 1.485, N65 1.470, H69 1.090
62 C 3.25 2.61 -8.94  C61 1.485, O63 1.441, H70 1.090, H71 1.090
63 O 3.86 2.57 -7.64  C62 1.441, C64 1.441
64 C 4.52 3.80 -7.27  O63 1.441, H72 1.090, H73 1.090, H74 1.090
65 N 3.56 0.26 -9.26  C61 1.470, H75 1.010, H76 1.010
66 H 0.87 0.20 -8.40  C60 1.090
67 H 0.99 1.95 -7.86  C60 1.090
68 H 2.07 0.69 -7.27  C60 1.090
69 H 2.10 1.27 -10.22  C61 1.090
70 H 2.56 3.45 -9.02  C62 1.090
71 H 3.97 2.82 -9.73  C62 1.090
72 H 5.15 3.59 -6.41  C64 1.090
73 H 3.91 4.64 -6.96  C64 1.090
74 H 5.16 4.16 -8.08  C64 1.090
75 H 4.09 0.46 -10.10  N65 1.010
76 H 4.20 0.52 -8.52  N65 1.010
77 C -1.91 2.16 4.67  C78 1.498, H83 1.090, H84 1.090, H85 1.090
78 C -3.26 2.08 5.33  C77 1.498, C79 1.591, N82 1.430, H86 1.090
79 C -3.20 1.37 6.75  C78 1.591, O80 1.425, H87 1.090, H88 1.090
80 O -4.26 1.88 7.55  C79 1.425, C81 1.408
81 C -5.51 1.25 7.47  O80 1.408, H89 1.090, H90 1.090, H91 1.090
82 N -3.57 3.46 5.56  C78 1.430, H92 1.010, H93 1.010
83 H -2.01 2.67 3.71  C77 1.090
84 H -1.47 1.20 4.41  C77 1.090
85 H -1.21 2.67 5.32  C77 1.090
86 H -4.01 1.54 4.76  C78 1.090
87 H -2.34 1.71 7.33  C79 1.090
88 H -3.22 0.28 6.78  C79 1.090
89 H -6.28 1.98 7.72  C81 1.090
90 H -5.61 0.42 8.17  C81 1.090
91 H -5.54 0.96 6.42  C81 1.090
92 H -4.16 3.43 6.38  N82 1.010
93 H -2.74 3.84 6.00  N82 1.010
94 C 1.67 -1.63 -1.88  C95 1.525, H100 1.090, H101 1.090, H102 1.090
95 C 0.31 -1.77 -1.21  C94 1.525, C96 1.551, N99 1.459, H103 1.090
96 C -0.37 -0.38 -1.22  C95 1.551, O97 1.437, H104 1.090, H105 1.090
97 O 0.08 0.35 -0.07  C96 1.437, C98 1.470
98 C -0.50 1.70 0.02  O97 1.470, H106 1.090, H107 1.090, H108 1.090
99 N -0.38 -2.78 -2.00  C95 1.459, H109 1.010, H110 1.010
100 H 2.23 -0.73 -1.60  C94 1.090
101 H 1.48 -1.57 -2.96  C94 1.090
102 H 2.12 -2.58 -1.63  C94 1.090
103 H 0.54 -2.22 -0.24  C95 1.090
104 H -1.42 -0.61 -1.05  C96 1.090
105 H -0.21 0.02 -2.23  C96 1.090
106 H -1.43 1.58 0.58  C98 1.090
107 H -0.73 2.26 -0.89  C98 1.090
108 H 0.20 2.44 0.42  C98 1.090
109 H 0.18 -3.61 -2.17  N99 1.010
110 H -1.21 -3.10 -1.51  N99 1.010
111 C 0.30 5.05 3.08  C112 1.513, H117 1.090, H118 1.090, H119 1.090
112 C 1.05 5.49 4.32  C111 1.513, C113 1.535, N116 1.479, H120 1.090
113 C 0.37 6.67 5.03  C112 1.535, O114 1.463, H121 1.090, H122 1.090
114 O 0.23 7.90 4.24  C113 1.463, C115 1.429
115 C -0.79 8.73 4.82  O114 1.429, H123 1.090, H124 1.090, H125 1.090
116 N 1.34 4.38 5.25  C112 1.479, H126 1.010, H127 1.010
117 H 0.26 5.88 2.39  C111 1.090
118 H -0.77 4.90 3.27  C111 1.090
119 H 0.77 4.12 2.74  C111 1.090
120 H 2.02 5.84 3.94  C112 1.090
121 H 0.98 6.89 5.90  C113 1.090
122 H -0.61 6.31 5.36  C113 1.090
123 H -0.41 9.23 5.71  C115 1.090
124 H -1.69 8.13 4.92  C115 1.090
125 H -1.11 9.57 4.21  C115 1.090
126 H 0.45 3.95 5.44  N116 1.010
127 H 2.02 3.76 4.86  N116 1.010
128 C -0.11 2.92 -3.83  C129 1.540, H134 1.090, H135 1.090, H136 1.090
129 C 1.35 2.42 -3.85  C128 1.540, C130 1.555, N133 1.413, H137 1.090
130 C 2.02 2.75 -2.49  C129 1.555, O131 1.421, H138 1.090, H139 1.090
131 O 3.42 2.48 -2.51  C130 1.421, C132 1.397
132 C 3.90 2.59 -1.20  O131 1.397, H140 1.090, H141 1.090, H142 1.090
133 N 1.46 1.06 -4.23  C129 1.413, H143 1.010, H144 1.010
134 H -0.61 3.00 -4.79  C128 1.090
135 H -0.05 3.98 -3.61  C128 1.090
136 H -0.73 2.47 -3.04  C128 1.090
137 H 1.82 2.97 -4.66  C129 1.090
138 H 1.55 2.13 -1.73  C130 1.090
139 H 1.99 3.82 -2.32  C130 1.090
140 H 3.57 1.71 -0.65  C132 1.090
141 H 3.58 3.56 -0.82  C132 1.090
142 H 4.99 2.60 -1.26  C132 1.090
143 H 1.20 1.16 -5.20  N133 1.010
144 H 2.47 0.99 -4.27  N133 1.010
145 C 6.79 -5.61 -2.28  C146 1.537, H151 1.090, H152 1.090, H153 1.090
146 C 7.22 -5.96 -0.85  C145 1.537, C147 1.526, N150 1.402, H154 1.090
147 C 6.33 -5.23 0.15  C146 1.526, O148 1.383, H155 1.090, H156 1.090
148 O 7.08 -5.11 1.30  C147 1.383, C149 1.394
149 C 6.43 -4.51 2.39  O148 1.394, H157 1.090, H158 1.090, H159 1.090
150 N 7.18 -7.35 -0.64  C146 1.402, H160 1.010, H161 1.010
151 H 7.04 -4.60 -2.61  C145 1.090
152 H 5.73 -5.86 -2.36  C145 1.090
153 H 7.40 -6.13 -3.02  C145 1.090
154 H 8.24 -5.57 -0.74  C146 1.090
155 H 5.46 -5.86 0.35  C147 1.090
156 H 6.04 -4.26 -0.25  C147 1.090
157 H 6.89 -4.50 3.37  C149 1.090
158 H 5.53 -5.09 2.60  C149 1.090
159 H 6.18 -3.48 2.14  C149 1.090
160 H 7.11 -7.29 0.36  N150 1.010
161 H 6.24 -7.69 -0.73  N150 1.010
162 C -4.82 -2.15 4.58  C163 1.563, H168 1.090, H169 1.090, H170 1.090
163 C -5.44 -3.11 3.51  C162 1.563, C164 1.490, N167 1.445, H171 1.090
164 C -4.43 -3.77 2.64  C163 1.490, O165 1.425, H172 1.090, H173 1.090
165 O -4.17 -2.94 1.50  C164 1.425, C166 1.394
166 C -3.00 -3.41 0.90  O165 1.394, H174 1.090, H175 1.090, H176 1.090
167 N -6.28 -4.06 4.21  C163 1.445, H177 1.010, H178 1.010
168 H -5.38 -1.24 4.77  C162 1.090
169 H -3.89 -1.84 4.11  C162 1.090
170 H -4.53 -2.57 5.55  C162 1.090
171 H -6.13 -2.53 2.89  C163 1.090
172 H -4.69 -4.78 2.32  C164 1.090
173 H -3.59 -4.02 3.28  C164 1.090
174 H -3.22 -4.34 0.37  C166 1.090
175 H -2.21 -3.68 1.60  C166 1.090
176 H -2.51 -2.74 0.20  C166 1.090
177 H -6.48 -4.69 3.45  N167 1.010
178 H -7.17 -3.64 4.44  N167 1.010
179 C 2.80 -3.49 -5.50  Cl180 1.752, Cl181 1.727, H182 1.090, H183 1.090
180 Cl 3.51 -3.88 -7.06  C179 1.752
181 Cl 3.78 -4.24 -4.30  C179 1.727
182 H 2.82 -2.41 -5.33  C179 1.090
183 H 1.74 -3.75 -5.44  C179 1.090
184 C -6.11 1.52 1.93  Cl185 1.760, Cl186 1.755, H187 1.090, H188 1.090
185 Cl -7.64 0.66 1.88  C184 1.760
186 Cl -4.88 0.73 0.96  C184 1.755
187 H -6.22 2.54 1.59  C184 1.090
188 H -5.77 1.57 2.97  C184 1.090
189 C -4.57 -5.95 -5.44  Cl190 1.796, Cl191 1.731, H192 1.090, H193 1.090
190 Cl -4.87 -7.39 -4.42  C189 1.796
191 Cl -2.91 -5.46 -5.33  C189 1.731
192 H -4.90 -6.03 -6.48  C189 1.090
193 H -5.22 -5.18 -5.03  C189 1.090

Computed properties:
**Charge**: 0
**Max |F|**: 3.609 eV Å⁻¹
**Frontier orbital gap**: 9.03 eV
**E**: -299195.81120 eV